Entry from the OMol25 dataset: C41H30LiNO5S3 as an isolated structure (the ωB97M-V functional and the def2-TZVPD basis).

CARTESIAN COORDINATES (ANGSTROEM)
Li: 0.835405 0.120422 -1.848748
C: -3.444295 -6.537878 -3.425948
C: -2.767195 -5.375778 -2.771548
C: -2.785795 -4.126078 -3.383648
C: -2.130395 -3.051878 -2.813448
C: -1.462795 -3.222778 -1.614648
C: -1.439595 -4.454178 -0.983548
C: -2.097795 -5.524978 -1.560448
S: -0.622795 -1.831778 -0.840748
O: -0.640495 -0.788378 -1.909148
C: -1.989295 -1.357678 0.259152
C: -3.283495 -1.890578 0.196452
C: -4.240695 -1.473178 1.075752
C: -3.949495 -0.501378 2.054852
C: -4.919495 -0.045178 2.970252
C: -4.606095 0.903522 3.902852
C: -3.308895 1.433622 3.968352
C: -2.345795 1.012722 3.096152
C: -2.639895 0.036222 2.122952
C: -1.662295 -0.409378 1.196652
C: -0.291395 0.138422 1.281752
C: 0.569005 -0.346378 2.306152
C: 0.174205 -1.389678 3.169652
C: 1.007805 -1.822178 4.162652
C: 2.263905 -1.225178 4.347852
C: 2.672805 -0.210978 3.527352
C: 1.847905 0.242722 2.476152
C: 2.240505 1.283822 1.606852
C: 1.413705 1.715722 0.609852
C: 0.133605 1.156122 0.462352
S: -0.898595 1.718222 -0.922148
O: -2.288195 1.442922 -0.543948
C: -0.658995 3.483322 -0.601848
C: 0.195105 4.153022 -1.459948
C: 0.337705 5.522722 -1.341748
C: -0.375995 6.228822 -0.379848
C: -0.267695 7.720922 -0.308448
C: -1.217195 5.534022 0.484752
C: -1.366995 4.163022 0.373252
H: -4.346795 -6.216878 -3.938948
H: -3.705895 -7.295978 -2.694348
H: -2.776695 -6.984078 -4.163448
H: -3.330195 -3.984278 -4.306148
H: -2.128595 -2.071678 -3.265548
H: -0.917995 -4.554778 -0.043348
H: -2.101595 -6.480578 -1.056648
H: -3.513895 -2.632678 -0.550248
H: -5.240395 -1.877978 1.024652
H: -5.921995 -0.442378 2.903552
H: -5.359195 1.259722 4.589352
H: -3.077295 2.176922 4.716352
H: -1.347795 1.422722 3.140852
H: -0.799895 -1.839778 3.045152
H: 0.704405 -2.623278 4.819452
H: 2.908805 -1.572778 5.142052
H: 3.639405 0.255222 3.662252
H: 3.203705 1.748422 1.753352
H: 1.727205 2.516822 -0.044148
H: 0.734405 3.594922 -2.214748
H: 0.999405 6.049222 -2.012348
H: 0.620605 8.066322 -0.830148
H: -0.226195 8.059622 0.723552
H: -1.137095 8.182222 -0.778448
H: -1.765995 6.078822 1.240352
H: -2.039395 3.614622 1.017052
O: 4.060905 2.668822 -1.892948
S: 3.887605 1.489822 -2.697548
O: 3.854405 1.692622 -4.116548
N: 2.555005 0.685522 -2.187248
C: 2.889105 -0.379278 -1.483548
O: 2.053705 -1.076678 -0.890848
C: 4.331305 -0.710478 -1.520948
C: 4.907905 -1.866678 -1.026048
C: 6.240705 -2.103778 -1.321848
C: 6.972805 -1.194478 -2.073048
C: 6.402305 -0.004478 -2.518148
C: 5.071805 0.212022 -2.235248
H: 4.299005 -2.553878 -0.460348
H: 6.708005 -3.016778 -0.983348
H: 7.998205 -1.424278 -2.324148
H: 6.976205 0.708622 -3.089848

Cartesian forces, eV/Å:
Li -0.004 0.276 -0.250
C 0.037 -0.014 -0.005
C -0.060 0.085 0.026
C 0.053 -0.022 0.119
C 0.172 0.281 0.109
C 0.343 -0.047 0.107
C 0.090 0.164 -0.001
C -0.034 0.071 -0.015
S -1.642 -1.315 0.654
O -0.304 0.116 -0.759
C 0.639 -0.021 0.383
C -0.368 -0.110 -0.042
C 0.115 -0.061 -0.251
C 0.365 0.108 0.061
C -0.084 0.175 0.117
C -0.257 -0.164 -0.105
C 0.252 0.049 -0.010
C -0.045 0.123 0.161
C -0.258 -0.145 -0.133
C -0.162 -0.448 -0.136
C 0.088 0.333 -0.160
C 0.283 0.164 -0.019
C 0.023 -0.148 0.199
C -0.171 -0.042 -0.070
C 0.262 0.191 -0.054
C 0.081 -0.111 0.037
C -0.366 -0.091 -0.006
C -0.134 0.109 -0.192
C 0.421 0.195 0.267
C -0.063 -0.394 -0.020
S 0.373 1.597 1.010
O -0.796 -0.223 -0.286
C 0.190 -0.246 -0.608
C -0.081 -0.143 -0.009
C -0.015 0.086 0.094
C 0.125 -0.029 -0.129
C -0.036 0.004 -0.004
C 0.039 -0.142 -0.064
C -0.107 -0.177 0.083
H -0.092 -0.036 -0.072
H -0.045 -0.141 0.021
H -0.032 -0.098 -0.047
H -0.015 -0.045 -0.116
H -0.045 0.069 -0.122
H 0.062 -0.126 0.140
H 0.026 -0.123 -0.007
H -0.139 -0.063 -0.024
H -0.104 -0.070 -0.020
H -0.097 -0.056 0.030
H -0.088 -0.002 0.069
H 0.047 0.085 0.043
H 0.057 0.074 0.041
H -0.046 -0.049 -0.011
H -0.082 -0.080 0.038
H 0.042 -0.004 0.054
H 0.067 0.006 0.019
H 0.150 0.049 -0.062
H 0.114 -0.002 -0.022
H 0.075 0.060 -0.097
H 0.086 0.079 -0.073
H 0.057 0.091 -0.005
H 0.012 0.089 0.084
H -0.020 0.069 0.001
H -0.066 0.013 0.069
H -0.105 -0.041 0.077
O 0.201 -0.029 0.288
S -0.134 0.421 -0.354
O 0.100 -0.298 -0.103
N 0.849 1.074 -0.583
C 0.480 -0.663 0.416
O -0.118 -0.233 0.140
C 0.521 -0.376 0.089
C -0.096 0.222 -0.095
C -0.034 -0.115 0.077
C -0.029 0.169 -0.004
C 0.105 0.154 -0.137
C -0.810 -0.020 0.139
H -0.017 -0.148 0.048
H 0.069 -0.052 0.023
H 0.081 0.072 0.016
H 0.049 0.041 -0.071

LUMO level = 0.01 eV
HOMO energy = -8.36 eV
HOMO-LUMO gap = 8.369 eV
2S+1 = 1
Total charge = 0
E_tot = -87443.808 eV

Atom-resolved charges from Mulliken, all expressed in e: atom 1 (Li): 0.947, atom 2 (C): -1.465, atom 3 (C): 1.100, atom 4 (C): -0.923, atom 5 (C): -0.078, atom 6 (C): -0.589, atom 7 (C): -0.199, atom 8 (C): -0.869, atom 9 (S): 1.655, atom 10 (O): -0.972, atom 11 (C): 1.083, atom 12 (C): -0.773, atom 13 (C): -1.339, atom 14 (C): 0.548, atom 15 (C): -1.049, atom 16 (C): -0.620, atom 17 (C): -1.061, atom 18 (C): -0.912, atom 19 (C): 1.071, atom 20 (C): 0.398, atom 21 (C): -0.400, atom 22 (C): 0.937, atom 23 (C): -1.037, atom 24 (C): -1.096, atom 25 (C): -0.618, atom 26 (C): -1.204, atom 27 (C): 0.992, atom 28 (C): -1.169, atom 29 (C): -0.353, atom 30 (C): 0.535, atom 31 (S): 0.817, atom 32 (O): -0.631, atom 33 (C): 0.239, atom 34 (C): -0.196, atom 35 (C): -0.950, atom 36 (C): 1.071, atom 37 (C): -1.485, atom 38 (C): -0.855, atom 39 (C): -0.489, atom 40 (H): 0.378, atom 41 (H): 0.381, atom 42 (H): 0.285, atom 43 (H): 0.366, atom 44 (H): 0.472, atom 45 (H): 0.495, atom 46 (H): 0.353, atom 47 (H): 0.335, atom 48 (H): 0.411, atom 49 (H): 0.457, atom 50 (H): 0.406, atom 51 (H): 0.447, atom 52 (H): 0.573, atom 53 (H): 0.592, atom 54 (H): 0.446, atom 55 (H): 0.412, atom 56 (H): 0.483, atom 57 (H): 0.434, atom 58 (H): 0.367, atom 59 (H): 0.425, atom 60 (H): 0.368, atom 61 (H): 0.357, atom 62 (H): 0.372, atom 63 (H): 0.295, atom 64 (H): 0.392, atom 65 (H): 0.561, atom 66 (O): -0.666, atom 67 (S): 1.046, atom 68 (O): -0.696, atom 69 (N): -0.511, atom 70 (C): 0.968, atom 71 (O): -0.803, atom 72 (C): 0.018, atom 73 (C): -0.519, atom 74 (C): -0.621, atom 75 (C): -0.450, atom 76 (C): -0.632, atom 77 (C): 0.167, atom 78 (H): 0.523, atom 79 (H): 0.398, atom 80 (H): 0.392, atom 81 (H): 0.463



Entry from the OMol25 dataset: C41H31Br2CoN7P as an isolated structure (the ωB97M-V functional and the def2-TZVPD basis).

CARTESIAN COORDINATES (ANGSTROEM)
Co: -0.521395 -1.015195 -0.852204
C: 2.359167 -0.602698 -4.169686
C: 3.560377 -1.143344 -3.761929
C: 3.650511 -1.562758 -2.490693
C: 2.546536 -1.505441 -1.670353
N: 1.366729 -0.998215 -2.053998
C: 1.274897 -0.594067 -3.325720
N: 2.724965 -2.167873 -0.463639
C: 1.725152 -2.822977 0.007411
N: 0.407043 -2.759603 -0.284952
C: -0.253267 -3.571798 0.565754
N: -1.512054 -3.824681 0.666849
C: -2.353993 -3.318520 -0.307460
C: -3.648798 -3.957197 -0.283181
C: -4.569377 -3.614025 -1.182806
C: -4.231754 -2.768391 -2.244808
C: -3.003163 -2.188342 -2.190440
N: -2.088601 -2.319259 -1.249663
C: 0.677393 -4.177058 1.518678
C: 0.456564 -5.144371 2.467170
C: 1.560424 -5.535133 3.168187
C: 2.846869 -5.072644 2.944844
C: 3.089682 -4.067012 1.945136
C: 1.944400 -3.701644 1.225847
H: 2.269281 -0.277186 -5.240812
H: 4.423016 -1.166886 -4.428165
H: 4.515077 -2.070735 -2.002964
H: 0.353225 -0.165875 -3.722465
H: -3.877189 -4.562600 0.528319
H: -5.568983 -4.124119 -1.123357
H: -4.947578 -2.576543 -3.043401
H: -2.707264 -1.480547 -2.978873
H: -0.521583 -5.555053 2.581016
H: 1.482924 -6.294204 3.956596
H: 3.646828 -5.470793 3.487090
H: 4.048870 -3.659499 1.797357
Br: -2.135477 0.677642 5.470931
C: -1.588579 0.188735 3.795268
C: -0.604424 -0.767231 3.577944
C: -0.234039 -1.022252 2.236264
N: -0.875910 -0.522501 1.191164
C: -1.822735 0.416277 1.419785
C: -2.241210 0.787514 2.691805
C: -2.542481 0.921573 0.255339
C: -3.731471 1.577015 0.414589
C: -4.427580 2.068249 -0.715721
Br: -6.170575 2.794845 -0.390024
C: -3.869678 2.003149 -1.949133
C: -2.691684 1.342251 -2.048641
N: -2.075501 0.743173 -0.990678
H: -0.011088 -1.279539 4.319205
H: 0.491575 -1.790283 1.997072
H: -2.975593 1.547289 2.819190
H: -4.299772 1.605868 1.336655
H: -4.258633 2.325837 -2.904529
H: -2.224938 1.079124 -3.012753
C: 3.102074 1.396136 0.451120
P: 1.373445 1.761125 -0.095686
C: 0.711651 2.700568 1.309406
C: 1.075454 2.448792 2.619346
C: 0.413524 3.012718 3.691400
C: -0.487114 3.980823 3.407835
C: -0.997723 4.166146 2.134969
C: -0.304057 3.586497 1.094468
C: 1.691311 3.233723 -1.274952
C: 2.801733 4.043778 -1.159775
C: 3.112484 4.911277 -2.189448
C: 2.291225 4.966309 -3.314016
C: 1.160189 4.164554 -3.419245
C: 0.914247 3.275461 -2.415822
H: 3.494239 2.024225 1.235257
H: 3.665081 1.455020 -0.477723
H: 3.190850 0.374408 0.790886
H: 1.819780 1.689539 2.799368
H: 0.842308 2.848602 4.696708
H: -0.890628 4.458009 4.283360
H: -1.675479 4.977264 1.806887
H: -0.717797 3.650269 0.084779
H: 3.421306 3.967404 -0.273322
H: 4.064408 5.403454 -2.161865
H: 2.521471 5.684491 -4.072479
H: 0.533663 4.355282 -4.310959
H: 0.037190 2.603702 -2.542920

Cartesian forces, eV/Å:
Co 0.576 0.469 -0.448
C -0.494 0.196 -2.299
C 0.864 0.709 -1.089
C 1.501 -1.097 1.552
C -0.776 -0.507 0.699
N -0.877 0.056 -0.048
C 0.476 0.822 -0.516
N -0.431 0.027 -0.287
C 1.458 0.283 2.176
N -0.464 0.025 -0.542
C 0.259 -0.507 0.546
N -0.437 0.975 -0.972
C -1.221 -0.170 -0.318
C 2.486 1.971 0.014
C -2.386 -0.847 -1.390
C -0.750 -0.344 0.120
C -0.230 1.722 -1.928
N 0.354 -2.483 2.596
C 0.550 -0.554 -0.206
C -0.210 0.680 -0.485
C 0.823 -1.565 1.552
C -0.642 2.258 -2.166
C -2.336 -1.684 0.953
C 0.378 0.450 -0.441
H -0.142 -0.204 1.315
H -0.295 -0.101 0.086
H -0.566 0.672 -0.823
H -0.057 -0.199 0.507
H -0.086 -1.214 1.214
H 0.971 0.808 -0.199
H 0.417 0.085 0.154
H -0.290 -0.246 0.230
H -0.441 -0.234 0.345
H -0.225 0.221 -0.376
H 1.050 -0.422 0.849
H 0.935 0.357 -0.435
Br -0.178 0.192 1.059
C -0.144 -0.225 -1.422
C 0.638 0.432 -1.508
C -0.864 -0.535 0.780
N -0.054 0.927 0.094
C -0.138 -0.952 0.574
C 1.742 -0.948 0.085
C -0.286 0.617 -1.259
C -2.223 0.648 -0.801
C -0.635 0.219 2.188
Br 0.718 -0.220 -0.349
C -0.121 0.354 -1.553
C 2.168 -2.498 0.928
N 0.869 0.127 -0.613
H -0.325 0.153 0.422
H 0.185 0.314 0.326
H -0.289 0.300 0.276
H 0.417 0.093 0.048
H -0.619 0.376 0.365
H -0.350 0.538 0.457
C -0.499 -0.398 -0.516
P 0.455 1.252 -0.490
C 0.628 -0.660 0.332
C 0.244 -1.381 -0.079
C 2.403 -0.244 0.139
C -2.198 0.540 1.306
C 0.768 1.758 -0.871
C -1.772 -0.516 -1.033
C -0.183 -2.059 0.690
C 0.000 0.030 0.273
C -0.038 -0.605 -0.344
C 0.158 0.227 0.589
C 0.505 1.642 -1.203
C -1.788 -1.049 -0.105
H 0.135 0.502 -0.018
H 0.399 0.120 0.120
H -0.133 -0.416 0.109
H 0.336 -0.051 0.147
H -0.715 0.073 -0.519
H -0.443 0.576 -0.057
H -0.014 -0.690 0.917
H 0.285 0.474 0.096
H 0.100 0.100 -0.118
H 0.110 0.622 0.001
H 0.111 0.175 -0.473
H 0.192 -0.668 0.711
H 0.700 0.324 0.362

LUMO level (spin up / spin down) = -3.28 / -3.37 eV
HOMO energy (spin up / spin down) = -10.50 / -10.49 eV
HOMO-LUMO gap (spin up / spin down) = 7.215 / 7.126 eV
2S+1 = 4
Energy above the lowest of the compared OMol25 structures with the same formula, charge and spin = 0.0000 eV
Total charge = +1
E_tot = -240447.458 eV

Atom-resolved charges from Mulliken, all expressed in e: atom 1 (Co): 0.809, atom 2 (C): -0.758, atom 3 (C): -0.431, atom 4 (C): -0.680, atom 5 (C): 0.236, atom 6 (N): 0.252, atom 7 (C): -0.369, atom 8 (N): -0.388, atom 9 (C): 0.189, atom 10 (N): -0.471, atom 11 (C): -0.193, atom 12 (N): -0.570, atom 13 (C): 0.227, atom 14 (C): -0.957, atom 15 (C): -0.133, atom 16 (C): -1.052, atom 17 (C): -0.009, atom 18 (N): 0.360, atom 19 (C): 0.855, atom 20 (C): -0.442, atom 21 (C): -0.672, atom 22 (C): -0.766, atom 23 (C): -0.487, atom 24 (C): 0.604, atom 25 (H): 0.384, atom 26 (H): 0.432, atom 27 (H): 0.470, atom 28 (H): 0.256, atom 29 (H): 0.562, atom 30 (H): 0.359, atom 31 (H): 0.428, atom 32 (H): 0.391, atom 33 (H): 0.613, atom 34 (H): 0.382, atom 35 (H): 0.504, atom 36 (H): 0.605, atom 37 (Br): -0.077, atom 38 (C): -0.732, atom 39 (C): -0.753, atom 40 (C): -0.290, atom 41 (N): 1.104, atom 42 (C): 0.548, atom 43 (C): -0.992, atom 44 (C): 0.516, atom 45 (C): -0.672, atom 46 (C): -0.484, atom 47 (Br): -0.130, atom 48 (C): -0.801, atom 49 (C): -0.470, atom 50 (N): 0.871, atom 51 (H): 0.552, atom 52 (H): 0.295, atom 53 (H): 0.497, atom 54 (H): 0.616, atom 55 (H): 0.480, atom 56 (H): 0.422, atom 57 (C): -2.189, atom 58 (P): 1.892, atom 59 (C): 0.326, atom 60 (C): -0.345, atom 61 (C): -0.749, atom 62 (C): -0.639, atom 63 (C): -0.746, atom 64 (C): -0.518, atom 65 (C): -0.387, atom 66 (C): -0.201, atom 67 (C): -0.810, atom 68 (C): -0.486, atom 69 (C): -0.738, atom 70 (C): 0.359, atom 71 (H): 0.540, atom 72 (H): 0.581, atom 73 (H): 0.502, atom 74 (H): 0.349, atom 75 (H): 0.459, atom 76 (H): 0.407, atom 77 (H): 0.433, atom 78 (H): 0.306, atom 79 (H): 0.356, atom 80 (H): 0.411, atom 81 (H): 0.414, atom 82 (H): 0.386, atom 83 (H): 0.048